Record 1
Formula: C3H9NP2
Source: the OMol25 dataset
Level of theory: ωB97M-V with the def2-TZVPD basis set

Values from the calculation:
HOMO: -8.875 eV
SMILES: C[C@H](P)P(C)#N
ΔE to the lowest compared entry with this formula, charge and spin: 271.9 kJ/mol
lowest unoccupied orbital energy: 0.3 eV

The geometry in ORCA input format:
```
! RIJCOSX wB97M-V def2-TZVPD def2/J DEFGRID3
* xyz 0 1
C 0.11 -0.50 0.51
C 0.02 -1.97 0.27
C 0.90 2.03 -0.55
N -0.05 -0.08 -2.61
P -1.34 0.07 1.55
P 0.19 0.30 -1.18
H 0.94 -0.21 1.16
H 0.17 -2.49 1.24
H -0.98 -2.36 -0.16
H 0.85 -2.29 -0.36
H 1.15 2.52 -1.48
H 1.78 1.89 0.02
H -0.01 2.54 -0.05
H -2.23 -0.71 0.83
H -1.50 1.24 0.82
*
```

Charges per atom according to natural (NBO) partitioning, unit e:
1. C -0.827
2. C -0.641
3. C -0.948
4. N -0.964
5. P 0.351
6. P 1.446
7. H 0.256
8. H 0.216
9. H 0.233
10. H 0.228
11. H 0.243
12. H 0.230
13. H 0.240
14. H -0.025
15. H -0.038

=====

Record 2
Formula: C16H11N3O4
Source: the OMol25 dataset
Level of theory: ωB97M-V with the def2-TZVPD basis set

Values from the calculation:
HOMO: -8.374 eV
SMILES: O=C1Nc2ccc([N+](=O)[O-])cc2N/C1=C\C(=O)c1ccccc1
ΔE to the lowest compared entry with this formula, charge and spin: 0.0 kJ/mol
lowest unoccupied orbital energy: -1.0 eV

The geometry in ORCA input format:
```
! RIJCOSX wB97M-V def2-TZVPD def2/J DEFGRID3
* xyz 0 1
O 1.52 0.51 1.25
O -1.48 0.91 -2.83
O -4.38 -4.85 2.59
O -2.63 -4.02 3.53
C 1.59 1.19 0.23
C -1.58 0.20 -1.84
C -0.65 0.23 -0.71
C 5.19 3.47 -0.46
C 4.27 3.33 -1.47
C 4.98 2.96 0.80
C 3.09 2.67 -1.26
C 3.76 2.27 1.02
C -3.93 -2.36 -0.70
C -4.11 -3.21 0.38
C -2.11 -2.36 1.41
C 2.82 2.04 -0.02
C -2.85 -1.49 -0.73
C -3.22 -3.23 1.48
C -1.93 -1.46 0.35
C 0.46 1.17 -0.74
N -2.68 -0.63 -1.81
N -3.42 -4.09 2.61
N -0.86 -0.56 0.36
H 6.17 3.91 -0.66
H 4.40 3.70 -2.46
H 5.75 3.06 1.58
H 2.40 2.57 -2.11
H 3.60 1.84 2.03
H -4.69 -2.44 -1.50
H -4.95 -3.92 0.41
H -1.41 -2.26 2.22
H 0.40 1.92 -1.49
H -3.29 -0.61 -2.61
H -0.24 -0.47 1.16
*
```

Charges per atom according to natural (NBO) partitioning, unit e:
1. O -0.614
2. O -0.566
3. O -0.377
4. O -0.370
5. C 0.520
6. C 0.624
7. C 0.164
8. C -0.191
9. C -0.214
10. C -0.220
11. C -0.174
12. C -0.151
13. C -0.272
14. C -0.165
15. C -0.169
16. C -0.153
17. C 0.235
18. C 0.000
19. C 0.096
20. C -0.369
21. N -0.591
22. N 0.521
23. N -0.532
24. H 0.213
25. H 0.215
26. H 0.223
27. H 0.219
28. H 0.234
29. H 0.233
30. H 0.253
31. H 0.245
32. H 0.236
33. H 0.433
34. H 0.464

=====

Record 3
Formula: C4H12S
Source: the OMol25 dataset
Level of theory: ωB97M-V with the def2-TZVPD basis set

Values from the calculation:
HOMO: -8.450 eV
SMILES: CSC.CC
ΔE to the lowest compared entry with this formula, charge and spin: 71.1 kJ/mol
lowest unoccupied orbital energy: 0.9 eV

The geometry in ORCA input format:
```
! RIJCOSX wB97M-V def2-TZVPD def2/J DEFGRID3
* xyz 0 1
C 2.17 -0.87 -0.78
C 3.71 -0.80 -0.71
H 1.80 -1.91 -0.74
H 1.81 -0.60 0.23
H 1.59 -0.37 -1.54
H 4.10 -1.30 -1.58
H 4.03 -1.25 0.22
H 3.96 0.26 -0.74
C -1.74 1.27 -0.40
S -2.99 1.77 0.80
C -3.46 0.24 1.74
H -2.09 0.51 -1.10
H -1.43 2.05 -1.11
H -0.79 0.99 0.08
H -2.73 -0.54 1.55
H -4.39 -0.20 1.37
H -3.54 0.74 2.70
*
```

Charges per atom according to natural (NBO) partitioning, unit e:
1. C -0.614
2. C -0.603
3. H 0.198
4. H 0.198
5. H 0.208
6. H 0.203
7. H 0.208
8. H 0.203
9. C -0.767
10. S 0.149
11. C -0.720
12. H 0.215
13. H 0.238
14. H 0.214
15. H 0.223
16. H 0.214
17. H 0.233

=====

Record 4
Formula: C20H29N3O7S
Source: the OMol25 dataset
Level of theory: ωB97M-V with the def2-TZVPD basis set

Values from the calculation:
HOMO: -8.314 eV
ΔE to the lowest compared entry with this formula, charge and spin: 2149.1 kJ/mol
lowest unoccupied orbital energy: 0.6 eV

The geometry in ORCA input format:
```
! RIJCOSX wB97M-V def2-TZVPD def2/J DEFGRID3
* xyz 0 1
C -4.08 -2.90 1.61
C -3.96 -1.98 0.31
H -4.00 -2.47 -0.63
H -4.92 -1.34 0.32
O -2.97 -1.27 0.13
C -1.84 -1.73 -0.15
O -0.81 -0.98 0.40
C -0.24 -1.10 1.41
C -1.17 -0.62 2.57
H -1.32 0.36 2.52
H -2.11 -1.01 2.70
H -0.71 -0.68 3.51
H 0.76 -0.77 1.45
H -0.01 -2.11 1.67
C -1.76 -1.63 -1.87
N -1.93 -0.28 -2.06
C -0.74 0.28 -2.54
O 0.24 -0.11 -2.84
C -0.92 2.06 -2.67
N -1.32 2.49 -1.15
C -2.61 2.75 -1.02
O -3.62 2.69 -1.53
C -2.73 3.54 0.48
H -2.63 4.56 0.45
O -1.87 3.12 1.19
C -0.52 2.65 1.04
C 0.37 2.32 2.05
C 1.68 2.27 1.70
C 1.88 1.84 0.52
C 1.06 1.99 -0.53
C -0.26 2.50 -0.34
H 1.32 1.80 -1.74
S 3.61 1.29 0.02
O 3.83 1.39 -1.41
O 4.49 1.67 0.98
N 3.36 -0.18 0.36
C 4.55 -1.10 0.51
H 4.24 -1.94 1.56
C 5.13 -1.52 -0.64
H 5.80 -0.73 -0.87
C 4.05 -1.64 -1.48
H 3.66 -2.47 -1.85
H 4.05 -0.88 -2.41
C 2.72 -1.25 -0.78
H 1.97 -0.42 -1.43
H 2.37 -2.04 -0.42
H 5.69 -2.66 -0.51
H 5.30 -0.59 1.29
H 2.43 2.08 2.38
H -0.07 2.76 3.12
H -3.72 3.32 0.73
H -1.88 2.22 -3.26
H 0.03 2.53 -3.13
H -2.59 0.18 -1.74
H -2.45 -2.28 -2.03
H -0.75 -1.90 -1.88
H -1.69 -2.75 0.08
H -3.34 -3.54 1.60
H -4.13 -2.22 2.47
H -4.88 -3.53 1.78
*
```

Charges per atom according to natural (NBO) partitioning, unit e:
1. C -0.651
2. C -0.019
3. H 0.137
4. H 0.177
5. O -0.523
6. C 0.425
7. O -0.521
8. C -0.002
9. C -0.654
10. H 0.199
11. H 0.198
12. H 0.198
13. H 0.185
14. H 0.115
15. C -0.253
16. N -0.622
17. C 0.772
18. O -0.557
19. C -0.379
20. N -0.452
21. C 0.693
22. O -0.560
23. C -0.099
24. H 0.145
25. O -0.506
26. C 0.309
27. C -0.228
28. C -0.228
29. C -0.273
30. C -0.234
31. C 0.107
32. H 0.267
33. S 2.381
34. O -0.952
35. O -0.945
36. N -0.800
37. C -0.210
38. H 0.192
39. C -0.493
40. H 0.243
41. C -0.449
42. H 0.215
43. H 0.233
44. C -0.134
45. H 0.256
46. H 0.150
47. H 0.228
48. H 0.240
49. H 0.243
50. H 0.239
51. H 0.164
52. H 0.235
53. H 0.237
54. H 0.388
55. H 0.183
56. H 0.226
57. H 0.133
58. H 0.197
59. H 0.210
60. H 0.223

=====

Record 5
Formula: C2H8OS2
Source: the OMol25 dataset
Level of theory: ωB97M-V with the def2-TZVPD basis set

Values from the calculation:
HOMO (spin up / spin down): -2.658 / -3.560 eV
ΔE to the lowest compared entry with this formula, charge and spin: 51.7 kJ/mol
lowest unoccupied orbital energy (spin up / spin down): 3.9 / 3.4 eV

The geometry in ORCA input format:
```
! RIJCOSX wB97M-V def2-TZVPD def2/J DEFGRID3
* xyz -1 2
C 2.38 -0.48 -0.19
O 1.86 0.65 0.48
H 3.35 -0.18 -0.57
H 1.83 -0.63 -1.14
H 2.53 -1.21 0.58
H 1.11 1.16 0.07
C -2.39 -0.06 0.81
S -0.90 -0.98 0.35
S -0.34 0.92 -1.49
H -3.33 -0.35 0.36
H -2.49 0.10 1.91
H -2.20 0.91 0.39
H -1.42 0.14 -1.56
*
```

Charges per atom according to natural (NBO) partitioning, unit e:
1. C -0.259
2. O -0.794
3. H 0.134
4. H 0.207
5. H 0.171
6. H 0.502
7. C -0.780
8. S -0.213
9. S -0.698
10. H 0.182
11. H 0.193
12. H 0.228
13. H 0.126

=====

Record 6
Formula: C8H30AgB2N2O2
Source: the OMol25 dataset
Level of theory: ωB97M-V with the def2-TZVPD basis set

Values from the calculation:
HOMO: -4.606 eV
ΔE to the lowest compared entry with this formula, charge and spin: 0.0 kJ/mol
lowest unoccupied orbital energy: 2.7 eV

The geometry in ORCA input format:
```
! RIJCOSX wB97M-V def2-TZVPD def2/J DEFGRID3
* xyz -1 1
Ag 1.50 -0.92 0.05
B 3.19 -1.08 -1.82
H 2.70 -2.17 -1.63
H 3.43 -1.06 -3.01
H 2.46 -0.13 -1.65
H 4.22 -0.85 -1.24
B 2.69 0.33 1.96
H 3.51 -0.40 1.43
H 3.11 0.65 3.04
H 2.58 1.25 1.18
H 1.56 -0.13 2.11
C -2.31 1.59 -1.00
C -0.93 2.20 -0.81
C -0.67 2.53 0.64
O 0.54 3.21 0.73
C 0.90 3.56 2.04
N 0.10 1.27 -1.27
H -2.61 0.89 -0.22
H -2.40 1.05 -1.95
H -3.11 2.33 -1.05
H -0.88 3.15 -1.37
H -0.76 1.64 1.27
H -1.51 3.19 0.95
H 0.07 4.03 2.59
H 1.68 4.31 1.98
H 1.22 2.68 2.61
H 0.22 1.33 -2.28
H 1.02 1.64 -1.02
C -1.99 -2.80 -2.08
C -1.04 -2.07 -1.14
C -1.63 -1.95 0.25
O -0.73 -1.33 1.13
C -1.23 -1.06 2.42
N 0.23 -2.80 -0.98
H -2.39 -3.69 -1.59
H -1.46 -3.04 -3.00
H -2.84 -2.16 -2.36
H -0.78 -1.10 -1.57
H -1.83 -2.98 0.61
H -2.60 -1.43 0.25
H -2.08 -0.37 2.34
H -0.41 -0.62 2.97
H -1.54 -1.99 2.91
H 0.80 -2.96 -1.80
H 0.01 -3.73 -0.62
*
```

Charges per atom according to natural (NBO) partitioning, unit e:
1. Ag 0.872
2. B -0.801
3. H -0.059
4. H -0.020
5. H -0.072
6. H -0.008
7. B -0.826
8. H 0.001
9. H -0.015
10. H -0.036
11. H -0.085
12. C -0.612
13. C -0.077
14. C -0.052
15. O -0.538
16. C -0.245
17. N -0.852
18. H 0.202
19. H 0.209
20. H 0.200
21. H 0.165
22. H 0.179
23. H 0.143
24. H 0.138
25. H 0.185
26. H 0.214
27. H 0.358
28. H 0.399
29. C -0.619
30. C -0.100
31. C -0.052
32. O -0.546
33. C -0.250
34. N -0.858
35. H 0.192
36. H 0.216
37. H 0.200
38. H 0.238
39. H 0.149
40. H 0.167
41. H 0.156
42. H 0.231
43. H 0.159
44. H 0.401
45. H 0.346